1.
147
Properties=species:S:1:pos:R:3 method="wB97M-V/def2-TZVPD" lumo_energy_ev=-5.89 charge=+1 homo_lumo_gap_ev=4.2
Be 1.160 4.654 -1.328
C 1.728 -0.898 -0.353
C 0.632 -0.266 -1.294
C -0.458 -1.314 -1.602
C -1.455 -1.468 -0.504
C -2.140 -0.028 -0.256
C -1.090 1.085 0.091
N 0.031 1.058 -0.834
O 1.063 2.046 -0.552
C -0.725 0.863 1.587
C -1.886 2.365 -0.051
C 1.330 -0.040 -2.677
H 2.109 -0.127 0.317
H 2.579 -1.410 -0.801
H 1.197 -1.580 0.310
H -0.054 -2.250 -1.988
H -0.996 -0.849 -2.428
H -1.171 -1.956 0.429
H -2.233 -2.169 -0.809
H -2.850 -0.217 0.549
H -2.873 0.162 -1.040
H -0.013 1.676 1.732
H -0.147 -0.043 1.770
H -1.557 0.846 2.291
H -1.912 2.720 -1.081
H -1.406 3.197 0.466
H -2.909 2.194 0.285
H 1.768 -0.956 -3.075
H 2.130 0.675 -2.483
H 0.771 0.471 -3.460
C -4.655 -1.462 2.690
C -4.208 -2.014 4.074
O -5.034 -3.112 4.465
H -5.694 -1.138 2.752
H -4.551 -2.214 1.908
H -4.036 -0.629 2.356
H -4.357 -1.281 4.867
H -3.123 -2.088 4.153
H -4.866 -3.836 3.857
C -0.268 -3.472 3.431
C -1.191 -4.652 3.601
O -0.413 -5.790 3.885
H -0.879 -2.578 3.560
H 0.225 -3.541 2.462
H 0.511 -3.405 4.190
H -1.751 -4.886 2.695
H -1.861 -4.433 4.432
H -0.352 -5.912 4.835
C 1.783 4.956 5.596
C 0.339 4.794 5.192
O 0.216 4.378 3.876
H 2.192 5.783 5.015
H 2.295 4.042 5.294
H 1.927 5.078 6.669
H -0.183 5.751 5.205
H -0.173 4.074 5.830
H -0.527 3.781 3.758
C -4.313 2.019 2.864
C -3.817 3.417 3.131
O -2.485 3.449 3.569
H -5.399 1.976 2.787
H -4.078 1.370 3.708
H -3.765 1.546 2.049
H -4.489 4.027 3.734
H -3.939 3.990 2.212
H -2.478 2.845 4.315
C 0.510 0.908 6.786
C -0.615 0.576 5.759
O -1.734 1.295 6.084
H 0.223 0.705 7.818
H 0.974 1.876 6.594
H 1.309 0.195 6.586
H -0.902 -0.475 5.739
H -0.382 0.879 4.738
H -2.016 1.001 6.954
O -1.233 5.379 -1.220
H -1.902 5.191 -1.880
H -1.725 5.699 -0.464
O -0.246 3.201 -2.839
H -1.050 3.001 -3.319
H -0.069 2.411 -2.328
O 1.299 4.606 1.237
H 0.942 5.026 2.019
H 1.670 3.783 1.554
O 2.939 3.149 -2.608
H 3.669 3.180 -3.226
H 2.690 2.225 -2.578
C 3.122 -1.367 -5.988
C 2.135 -2.048 -7.045
C 0.681 -2.409 -6.700
O 1.939 -1.190 -8.091
H 4.055 -1.212 -6.530
H 3.351 -2.067 -5.184
H 2.860 -0.402 -5.554
H 2.749 -2.797 -7.546
H 0.685 -2.942 -5.749
H 0.418 -3.155 -7.450
H -0.027 -1.582 -6.758
H 2.754 -1.028 -8.571
C 4.650 2.901 2.425
C 3.628 1.819 2.176
C 3.820 0.468 2.909
O 2.367 2.406 2.267
H 4.453 3.731 1.747
H 5.691 2.591 2.334
H 4.537 3.328 3.421
H 3.571 1.683 1.096
H 3.224 -0.319 2.447
H 3.533 0.491 3.961
H 4.851 0.118 2.937
H 1.783 1.915 1.685
C 6.306 -0.935 -1.066
C 6.200 -0.655 -2.641
C 4.741 -0.314 -3.026
O 6.883 0.580 -2.837
H 5.771 -1.845 -0.795
H 6.029 -0.101 -0.421
H 7.330 -1.224 -0.826
H 6.641 -1.484 -3.193
H 4.315 0.312 -2.242
H 4.069 -1.158 -3.189
H 4.736 0.313 -3.918
H 7.684 0.605 -2.307
C -4.374 1.138 -5.237
C -2.857 0.939 -4.808
C -2.342 -0.409 -5.326
O -1.991 1.994 -5.246
H -4.508 1.579 -6.224
H -4.653 1.931 -4.543
H -4.915 0.227 -4.984
H -2.860 0.889 -3.719
H -2.815 -1.364 -5.096
H -1.324 -0.611 -4.994
H -2.177 -0.315 -6.399
H -1.698 1.700 -6.112
C -3.276 -5.390 -1.886
C -1.939 -5.934 -2.359
C -1.311 -6.747 -1.193
O -2.052 -6.794 -3.486
H -3.906 -6.237 -1.612
H -3.785 -4.757 -2.613
H -3.174 -4.776 -0.991
H -1.307 -5.087 -2.625
H -1.059 -5.975 -0.466
H -0.381 -7.085 -1.649
H -1.845 -7.441 -0.544
H -2.562 -7.587 -3.304

2.
160
Properties=species:S:1:pos:R:3 method="wB97M-V/def2-TZVPD" lumo_energy_ev=-9.55 charge=+6 homo_lumo_gap_ev=4.2
C 1.423 -2.392 8.305
C 0.347 -1.395 8.320
C -1.024 -2.105 8.315
O -1.516 -2.092 9.615
C -2.141 -3.308 10.146
N 0.608 -0.341 9.379
H 1.314 -0.648 10.032
H 0.783 0.600 9.055
H -0.205 -0.241 9.970
H 2.339 -2.059 7.817
H 1.075 -3.304 7.822
H 1.657 -2.673 9.332
H 0.476 -0.859 7.380
H -0.931 -3.139 7.985
H -1.552 -1.648 7.478
H -3.093 -3.510 9.656
H -2.405 -3.123 11.187
H -1.485 -4.177 10.100
C 7.362 4.334 -0.711
C 5.856 4.289 -0.537
C 5.051 5.558 -0.194
O 5.088 6.434 -1.345
C 4.563 7.751 -1.220
N 5.217 3.694 -1.798
H 5.481 2.723 -1.891
H 4.209 3.700 -1.726
H 5.616 4.153 -2.604
H 7.876 5.210 -1.105
H 7.885 3.536 -1.238
H 7.803 4.258 0.283
H 5.519 3.600 0.238
H 5.520 6.048 0.659
H 4.057 5.252 0.130
H 5.276 8.550 -1.016
H 3.846 7.844 -0.404
H 4.158 7.987 -2.204
C -5.205 4.750 -5.173
C -6.741 4.582 -5.132
C -7.369 3.576 -4.103
O -8.769 3.646 -4.045
C -9.493 2.779 -3.128
N -7.494 6.027 -5.029
H -8.429 5.988 -5.408
H -7.758 6.203 -4.071
H -6.963 6.796 -5.413
H -4.937 5.244 -6.107
H -4.607 3.851 -5.020
H -4.937 5.352 -4.305
H -7.003 4.163 -6.104
H -6.904 3.796 -3.142
H -7.031 2.552 -4.265
H -9.263 1.746 -3.390
H -10.520 3.098 -3.306
H -9.142 2.854 -2.098
C 0.960 1.759 -8.935
C 0.594 0.604 -9.720
C 1.734 -0.168 -10.483
O 1.155 -1.380 -11.129
C 2.242 -2.098 -11.730
N -0.050 -0.456 -8.896
H -1.037 -0.287 -9.030
H -0.069 -1.403 -9.245
H 0.177 -0.419 -7.913
H 0.203 2.521 -8.752
H 1.728 2.356 -9.427
H 1.260 1.395 -7.952
H -0.034 0.929 -10.550
H 2.486 -0.514 -9.775
H 2.275 0.393 -11.246
H 3.023 -2.235 -10.982
H 2.659 -1.615 -12.613
H 2.030 -3.085 -12.142
C -1.992 6.919 1.427
C -2.440 6.011 2.567
C -2.643 6.601 3.975
O -2.977 5.650 4.944
C -1.977 4.892 5.605
N -3.664 5.223 2.124
H -3.446 4.517 1.435
H -4.070 4.794 2.944
H -4.264 5.908 1.687
H -1.529 6.344 0.625
H -1.162 7.563 1.719
H -2.839 7.331 0.879
H -1.690 5.224 2.648
H -3.445 7.332 3.881
H -1.750 7.141 4.292
H -1.717 4.000 5.035
H -2.380 4.523 6.548
H -1.164 5.547 5.916
C 7.783 -1.228 3.798
C 8.727 -1.391 5.035
C 10.080 -1.997 4.580
O 11.079 -2.059 5.580
C 12.415 -2.093 5.114
N 8.928 -0.047 5.751
H 9.729 0.506 5.479
H 8.113 0.529 5.594
H 9.082 -0.310 6.714
H 7.574 -2.148 3.252
H 8.301 -0.692 3.003
H 6.805 -0.779 3.973
H 8.303 -2.074 5.771
H 10.341 -1.664 3.575
H 9.837 -3.022 4.300
H 12.709 -3.142 5.085
H 13.063 -1.552 5.804
H 12.558 -1.598 4.153
C -5.362 -3.668 -2.995
C -5.239 -5.141 -2.638
C -5.783 -5.401 -1.241
O -7.218 -5.472 -1.314
C -7.864 -6.655 -0.714
N -5.937 -5.896 -3.780
H -5.921 -6.883 -3.564
H -6.875 -5.527 -3.847
H -5.487 -5.879 -4.684
H -6.337 -3.311 -2.663
H -5.377 -3.512 -4.073
H -4.527 -3.186 -2.486
H -4.165 -5.325 -2.634
H -5.547 -4.526 -0.636
H -5.275 -6.240 -0.765
H -7.627 -7.578 -1.242
H -8.923 -6.403 -0.651
H -7.542 -6.757 0.323
C 2.769 -5.876 0.297
C 3.036 -7.254 -0.416
C 2.464 -7.079 -1.876
O 3.066 -5.899 -2.466
C 2.872 -5.829 -3.879
N 4.516 -7.555 -0.427
H 4.611 -8.191 -1.206
H 5.196 -6.867 -0.717
H 4.957 -8.086 0.309
H 3.231 -5.888 1.284
H 1.703 -5.668 0.395
H 3.170 -4.973 -0.164
H 2.610 -8.054 0.190
H 1.385 -7.216 -1.801
H 2.757 -7.981 -2.413
H 3.619 -5.136 -4.265
H 1.877 -5.384 -3.907
H 2.919 -6.799 -4.374
C -0.125 0.180 0.461
F -0.578 -1.088 0.383
F -0.834 0.588 1.477
F 1.155 0.042 0.755
S -0.370 1.215 -1.209
O -0.154 0.293 -2.342
O -1.773 1.656 -1.135
O 0.551 2.348 -1.198
C -7.276 -0.813 4.074
F -7.963 -0.509 2.919
F -7.825 -1.877 4.697
F -5.981 -0.952 3.792
S -7.412 0.649 5.372
O -6.374 0.336 6.272
O -7.116 1.842 4.548
O -8.785 0.620 5.915

3.
152
Properties=species:S:1:pos:R:3 method="wB97M-V/def2-TZVPD" lumo_energy_ev="1.82 / 1.82" s_squared=0.75 multiplicity=2 charge=-1 homo_lumo_gap_ev="1.4 / 8.1"
C -3.673 0.838 1.711
C -4.771 -0.182 2.123
C -5.686 -0.549 0.933
O -6.439 -1.654 1.279
C -7.196 -2.182 0.152
N -4.050 -1.339 2.633
H -3.136 1.248 2.566
H -4.092 1.734 1.254
H -2.968 0.402 1.004
H -5.485 0.220 2.841
H -5.002 -0.680 0.095
H -6.228 0.324 0.570
H -7.971 -1.500 -0.200
H -7.628 -3.120 0.499
H -6.554 -2.417 -0.696
H -3.097 -1.498 2.338
H -4.556 -2.110 2.222
C 0.879 -3.357 6.326
C 0.151 -2.526 7.406
C 0.708 -1.107 7.241
O 0.199 -0.283 8.311
C 0.395 1.128 8.227
N -1.274 -2.699 7.263
H 1.960 -3.269 6.439
H 0.701 -2.934 5.337
H 0.667 -4.426 6.310
H 0.454 -2.819 8.411
H 0.348 -0.685 6.303
H 1.796 -1.048 7.242
H -0.251 1.604 7.489
H 1.430 1.365 7.984
H -0.001 1.527 9.161
H -1.547 -2.214 6.420
H -1.633 -2.188 8.057
C 0.532 -1.949 2.118
C -0.450 -1.531 0.975
C 0.061 -1.714 -0.471
O -0.605 -0.956 -1.517
C -0.444 0.451 -1.414
N -1.657 -2.261 1.146
H 0.172 -1.487 3.037
H 1.585 -1.734 1.935
H 0.479 -3.011 2.356
H -0.786 -0.511 1.164
H -0.034 -2.784 -0.657
H 1.143 -1.578 -0.448
H -0.729 0.899 -0.462
H -1.007 0.981 -2.182
H 0.607 0.734 -1.477
H -2.103 -2.321 0.242
H -1.446 -3.186 1.493
C 0.056 7.255 -1.470
C 0.102 6.157 -2.544
C -0.427 4.735 -2.169
O 0.187 4.320 -0.931
C 1.529 3.867 -1.007
N -0.540 6.710 -3.787
H -0.985 7.374 -1.171
H 0.447 8.164 -1.928
H 0.698 6.985 -0.632
H 1.134 6.064 -2.881
H -0.245 3.970 -2.924
H -1.507 4.822 -2.045
H 1.508 2.826 -1.332
H 1.980 3.921 -0.016
H 2.126 4.497 -1.666
H -0.616 6.239 -4.678
H -0.384 7.686 -3.997
C -1.680 2.428 -5.684
C -2.511 3.710 -6.015
C -1.896 4.507 -7.186
O -0.545 4.803 -6.840
C 0.257 5.372 -7.931
N -3.855 3.215 -6.265
H -0.608 2.599 -5.579
H -1.788 1.642 -6.431
H -1.949 1.921 -4.757
H -2.454 4.301 -5.101
H -2.367 5.471 -7.379
H -1.889 3.972 -8.135
H -0.272 6.166 -8.459
H 0.457 4.576 -8.647
H 1.237 5.730 -7.615
H -4.560 3.927 -6.139
H -3.741 3.011 -7.248
C 2.366 4.521 -5.017
C 3.022 3.287 -5.753
C 2.518 1.928 -5.240
O 2.777 1.663 -3.856
C 2.532 0.270 -3.613
N 2.640 3.439 -7.171
H 1.281 4.581 -5.105
H 2.733 5.477 -5.390
H 2.752 4.458 -3.999
H 4.108 3.341 -5.669
H 2.956 1.170 -5.889
H 1.439 1.846 -5.371
H 2.805 0.010 -2.590
H 3.216 -0.293 -4.248
H 1.517 -0.044 -3.855
H 2.773 2.544 -7.619
H 1.630 3.409 -7.173
C -4.436 -1.632 -2.988
C -3.840 -2.939 -2.467
O -2.788 -2.598 -1.536
O -3.346 -0.925 -3.606
H -4.721 -1.030 -2.124
H -5.287 -1.835 -3.637
H -3.304 -3.379 -3.308
H -4.629 -3.553 -2.033
H -2.258 -1.860 -1.846
H -3.696 -0.085 -3.913
C 6.001 -2.629 1.871
C 6.463 -4.103 1.550
O 6.862 -4.747 2.701
O 4.725 -2.663 2.456
H 5.960 -2.012 0.973
H 6.703 -2.168 2.565
H 7.277 -4.103 0.825
H 5.698 -4.676 1.027
H 6.040 -5.034 3.105
H 4.316 -1.800 2.354
C 2.630 -5.011 3.254
C 3.418 -6.196 3.761
O 4.832 -6.010 3.725
O 2.967 -4.681 2.004
H 2.952 -4.108 3.774
H 1.563 -5.192 3.388
H 3.253 -7.072 3.133
H 2.995 -6.434 4.737
H 5.170 -6.827 4.098
H 3.498 -3.887 2.097
C 3.078 0.885 0.778
C 4.063 1.272 1.795
O 4.153 0.317 2.788
O 1.783 1.140 1.142
H 3.172 -0.181 0.568
H 3.173 1.341 -0.207
H 3.881 2.284 2.156
H 4.977 1.275 1.200
H 4.803 0.598 3.436
H 1.558 0.638 1.929
C -2.124 -4.160 3.866
C -2.689 -4.989 5.077
O -1.742 -5.242 6.114
O -1.487 -4.952 2.814
H -1.447 -3.401 4.261
H -2.907 -3.555 3.409
H -3.084 -5.934 4.703
H -3.494 -4.366 5.466
H -1.494 -4.411 6.525
H -0.928 -5.566 3.294

For each record above, in turn, the calculated energy relative to the best compared isomer or geometry (same formula, charge and spin) values are 4.16; 60.30; 0.00 kcal/mol.
For each record above, in turn, the calculated E values are -2550.54990; -4237.52657; -2885.08958 Ha.